No. 1
{
  "formula": "C18H27N8O8",
  "method": "ωB97M-V with the def2-TZVPD basis set",
  "elements": ["O", "O", "O", "O", "O", "O", "O", "O", "N", "N", "N", "N", "N", "N", "N", "N", "C", "C", "C", "C", "C", "C", "C", "C", "C", "C", "C", "C", "C", "C", "C", "C", "C", "C", "H", "H", "H", "H", "H", "H", "H", "H", "H", "H", "H", "H", "H", "H", "H", "H", "H", "H", "H", "H", "H", "H", "H", "H", "H", "H", "H"],
  "positions_angstrom": [[-4.213, -5.816, -2.626], [-1.761, 1.155, 2.860], [1.443, 2.317, 0.984], [-0.477, -4.352, -0.089], [-1.108, -0.169, 1.209], [-0.299, -1.832, -0.469], [1.806, 3.935, 5.299], [-2.202, -3.745, -2.872], [1.076, 0.855, -5.488], [-1.440, -1.571, -3.448], [-0.699, 2.163, -5.920], [2.290, 4.122, 1.810], [0.852, -1.135, -4.214], [3.157, 2.434, 4.270], [-3.839, -1.209, -3.237], [-2.445, 0.205, -4.400], [2.264, 1.938, 3.201], [-3.695, -5.101, -1.494], [1.946, 2.836, 1.969], [-0.912, 0.432, 2.293], [-1.068, 0.192, -4.675], [-2.259, -4.625, -1.739], [-1.723, -3.819, -0.542], [3.054, 5.050, 2.636], [1.017, 1.276, 3.837], [0.406, 0.118, 3.022], [-1.452, -2.425, -1.094], [-1.243, -2.726, -2.574], [-0.451, -0.887, -4.097], [1.571, -0.240, -4.898], [3.962, 3.616, 6.207], [-2.595, -0.855, -3.656], [2.867, 3.337, 5.206], [-0.223, 1.027, -5.368], [4.127, 2.723, 6.806], [3.958, 4.574, 3.013], [-3.711, -5.751, -0.613], [2.434, 5.404, 3.461], [-1.598, 2.405, -5.514], [-4.329, -4.233, -1.284], [1.148, -0.256, 2.312], [3.645, 4.434, 6.852], [-2.435, -3.769, 0.289], [2.817, 1.113, 2.754], [0.271, 2.038, 4.060], [-3.947, -2.209, -3.094], [4.064, 2.007, 4.323], [-5.133, -6.091, -2.476], [-1.621, -5.497, -1.916], [4.873, 3.893, 5.681], [0.209, -0.704, 3.715], [-2.326, -1.778, -0.956], [1.323, 0.845, 4.793], [2.638, -0.421, -4.986], [3.345, 5.913, 2.036], [-0.229, -3.118, -2.715], [-4.575, -0.700, -3.711], [1.944, 4.485, 0.935], [0.017, 2.875, -5.963], [-0.600, -1.120, 0.192], [0.083, -3.564, 0.103]],
  "e_tot_ha": -1742.22812,
  "orbital_gap_ev": 7.37,
  "total_charge": -1
}

No. 2
{
  "formula": "C18H27NO3",
  "method": "ωB97M-V with the def2-TZVPD basis set",
  "elements": ["O", "O", "O", "N", "C", "C", "C", "C", "C", "C", "C", "C", "C", "C", "C", "C", "C", "C", "C", "C", "C", "C", "H", "H", "H", "H", "H", "H", "H", "H", "H", "H", "H", "H", "H", "H", "H", "H", "H", "H", "H", "H", "H", "H", "H", "H", "H", "H", "H"],
  "positions_angstrom": [[5.835, 2.158, 0.027], [1.205, -0.180, 1.678], [7.521, 0.565, -1.273], [1.871, -1.752, 0.223], [3.103, -1.913, 1.163], [4.803, 2.864, 0.840], [-0.107, -0.590, -0.302], [5.151, -2.178, -0.021], [6.291, -1.379, -0.900], [-2.332, 0.777, -0.785], [-3.274, 1.854, -0.702], [6.379, 0.000, -0.777], [-5.715, -0.046, -0.501], [-5.705, -1.769, -0.330], [0.973, -0.744, 0.765], [5.516, 0.677, -0.004], [4.425, -0.127, 0.460], [-1.189, 0.423, 0.024], [4.231, -1.422, 0.563], [-5.056, 0.190, 0.730], [-7.195, 0.243, -0.452], [-3.932, 1.204, 0.732], [5.181, -3.306, -0.383], [-0.804, 1.441, 0.635], [-1.807, 1.120, -1.675], [-4.545, -2.068, -0.366], [-4.082, 2.008, -1.185], [-2.709, -0.146, -1.138], [-7.693, -0.009, -1.303], [3.383, -3.146, 1.179], [6.963, -1.849, -1.422], [-1.699, -0.030, 1.043], [2.789, -1.535, 2.052], [-5.256, 0.169, -1.557], [7.334, 1.755, -1.062], [-6.096, -2.060, -1.364], [-7.746, -0.288, 0.402], [-3.642, 1.553, 1.712], [-7.351, 1.220, -0.497], [5.261, 3.878, 0.649], [3.724, 0.480, 1.201], [-2.697, 2.547, -0.048], [4.746, 2.686, 1.712], [-5.509, 0.098, 1.942], [0.483, -0.045, -1.368], [3.880, 2.633, 0.368], [-0.538, -1.465, -0.488], [1.759, -2.334, -0.518], [-6.130, -2.161, 0.326]],
  "e_tot_ha": -981.93799,
  "orbital_gap_ev": 8.63,
  "total_charge": 0,
  "relative_energy_ev": 18.004
}

No. 3
{
  "formula": "C18H27NO4S",
  "method": "ωB97M-V with the def2-TZVPD basis set",
  "elements": ["S", "O", "O", "O", "O", "N", "C", "C", "C", "C", "C", "C", "C", "C", "C", "C", "C", "C", "C", "C", "C", "C", "C", "C", "H", "H", "H", "H", "H", "H", "H", "H", "H", "H", "H", "H", "H", "H", "H", "H", "H", "H", "H", "H", "H", "H", "H", "H", "H", "H", "H"],
  "positions_angstrom": [[1.635, 1.511, 2.470], [-1.477, -2.029, 0.330], [0.064, 2.245, 2.344], [-0.354, -1.723, -1.923], [2.614, 2.438, 1.678], [1.578, 0.072, 2.074], [-1.344, -2.918, -2.502], [-3.627, 1.300, -1.801], [1.145, 0.941, 4.926], [3.127, -0.545, 0.354], [2.047, 1.604, 4.175], [0.696, -0.604, -0.128], [2.012, -1.347, -0.441], [-1.568, 0.855, -2.276], [-2.020, 1.423, -0.085], [-2.670, 1.336, -2.869], [-0.421, 0.743, -3.534], [-2.654, -2.309, -2.761], [0.472, 0.846, -0.731], [-0.537, -1.555, -0.471], [0.615, -0.589, 1.452], [-1.038, 0.970, -1.112], [3.008, -0.356, 1.684], [-3.320, 1.587, -0.393], [0.915, 0.896, -1.567], [1.072, -0.205, 4.801], [-3.878, 1.753, 0.376], [0.571, -1.729, 1.784], [-0.084, 1.311, 4.867], [3.027, -1.448, 2.228], [2.284, -2.268, -0.289], [0.291, 1.415, -3.328], [1.985, 2.652, 4.562], [-1.456, -3.646, -1.689], [-0.875, 0.664, -4.384], [-1.773, 1.400, 0.799], [-0.479, -0.148, 1.816], [3.033, 0.588, -0.235], [-4.798, 1.776, -1.945], [3.754, 0.119, 2.087], [-0.128, -0.220, -3.386], [1.251, 0.912, 6.141], [3.090, 1.255, 4.075], [-3.154, -3.061, -3.052], [3.955, -0.689, -0.059], [2.044, -1.348, -1.400], [0.511, 1.557, 0.002], [-3.054, 1.297, -3.678], [-2.999, -1.819, -1.957], [-0.767, -3.407, -3.409], [-2.323, -1.504, -3.621]],
  "e_tot_ha": -1455.33791,
  "orbital_gap_ev": 9.05,
  "total_charge": 0,
  "smiles": "CCOC(=O)[C@]1(Cc2ccccc2C)CCCN(S(=O)(=O)CC)C1",
  "relative_energy_ev": 18.717
}

No. 4
{
  "formula": "C18H28BrINO6P",
  "method": "ωB97M-V with the def2-TZVPD basis set",
  "elements": ["I", "Br", "P", "O", "O", "O", "O", "O", "O", "N", "C", "C", "C", "C", "C", "C", "C", "C", "C", "C", "C", "C", "C", "C", "C", "C", "C", "C", "H", "H", "H", "H", "H", "H", "H", "H", "H", "H", "H", "H", "H", "H", "H", "H", "H", "H", "H", "H", "H", "H", "H", "H", "H", "H", "H", "H"],
  "positions_angstrom": [[1.723, -9.102, 2.586], [5.040, 1.022, -3.082], [4.389, -0.605, -1.682], [-0.329, 2.366, 0.623], [4.880, -0.207, -0.187], [2.561, -6.968, 1.529], [2.586, -4.771, 1.857], [0.478, 3.491, -1.118], [-2.910, 2.796, 2.392], [1.687, -1.284, -1.967], [-2.862, 3.883, 3.293], [0.354, -1.097, -1.895], [2.068, 0.868, -1.127], [0.225, 2.360, -0.444], [-2.980, 2.428, -0.902], [1.613, -4.331, 0.902], [0.705, 1.078, -1.020], [-2.348, 1.443, -1.899], [2.721, -3.480, -1.262], [-3.656, 1.841, 0.346], [-0.187, 0.075, -1.428], [2.267, -6.065, 2.235], [-2.173, 5.125, 2.688], [2.209, -3.131, 0.150], [-3.875, 2.966, 1.374], [2.572, -0.329, -1.593], [-1.699, 0.149, -1.354], [2.177, -2.594, -2.409], [-3.853, 4.106, 3.698], [-1.189, 5.283, 3.120], [-3.055, 1.164, -2.677], [3.801, -3.358, -1.263], [3.055, -2.784, 0.742], [-2.234, 3.545, 4.115], [0.745, -3.976, 1.463], [4.208, 0.267, 0.321], [1.708, -6.211, 3.163], [1.347, -3.102, -2.892], [0.380, 4.195, -0.459], [-2.292, 3.206, -0.579], [2.770, 1.637, -0.833], [-1.561, 1.986, -2.431], [-3.762, 2.962, -1.446], [-4.633, 1.449, 0.064], [-1.976, -0.110, -0.333], [2.941, -2.492, -3.177], [-2.044, 4.975, 1.617], [-4.870, 2.840, 1.816], [1.334, -5.109, 0.195], [-2.058, -0.672, -1.974], [1.460, -2.341, 0.192], [-3.787, 3.947, 0.901], [-0.284, -1.911, -2.196], [-3.070, 1.097, 0.877], [-2.801, 5.996, 2.863], [2.483, -4.514, -1.496]],
  "e_tot_ha": -4421.80176,
  "orbital_gap_ev": 1.51,
  "total_charge": 0,
  "relative_energy_ev": 0.000
}